Density functional theory data (wB97M-V/def2-TZVPD) for C29H23Cl2N12O3PTa as an isolated structure at a distorted geometry.

Kohn-Sham gap, eV: 7.2
Energy relative to the best compared isomer or geometry (same formula, charge and spin), kJ/mol: 65.9
Spin multiplicity: 1
Strongest force on any atom, Eh/bohr: 0.0208
Net charge: +1

Each line ends with the Mulliken charge.
Geometry (Å):
Ta  0.66545  1.06279  0.12213  1.7623
O  -1.43775  2.71768  1.51168  -0.2599
N  -1.61875  1.47902  0.90486  -0.0157
C  -2.72958  0.92534  1.15845  -0.3102
C  -3.16749  -0.42324  0.82365  0.7812
C  -4.49383  -0.69432  1.15888  -0.9890
C  -5.02752  -1.96147  1.01703  -0.8627
C  -4.21581  -2.98581  0.56060  -0.8434
C  -2.89807  -2.72353  0.21268  -0.5042
C  -2.35931  -1.44584  0.32215  0.2371
P  -0.67651  -1.24700  -0.36200  2.1277
C  0.13406  -2.81332  0.07337  0.4095
C  0.23850  -3.85815  -0.84302  -0.2328
C  0.81236  -5.06224  -0.45832  -0.7909
C  1.28652  -5.22766  0.83392  -0.6950
C  1.16283  -4.19647  1.75669  -0.8210
C  0.58823  -2.99503  1.38124  -0.5995
C  -1.00958  -1.35470  -2.15164  0.4090
C  -2.29652  -1.17512  -2.65488  -0.7211
C  -2.51907  -1.20231  -4.02491  -0.7781
C  -1.46346  -1.40742  -4.89986  -0.6739
C  -0.17758  -1.57981  -4.40327  -0.9159
C  0.05150  -1.54919  -3.03748  -0.2406
H  -2.18845  2.88447  2.10302  0.3408
H  -3.43613  1.49381  1.76098  0.3343
H  -5.11303  0.10706  1.54785  0.4197
H  -6.06096  -2.14919  1.27620  0.4197
H  -4.60275  -3.99336  0.47540  0.4819
H  -2.28358  -3.53279  -0.15548  0.4850
H  -0.13992  -3.74824  -1.85099  0.4966
H  0.88392  -5.87151  -1.17466  0.4585
H  1.75008  -6.16214  1.12504  0.4200
H  1.50561  -4.32890  2.77532  0.4830
H  0.48134  -2.20636  2.10990  0.3999
H  -3.13257  -1.01041  -1.98871  0.3319
H  -3.52260  -1.06017  -4.40551  0.4510
H  -1.64200  -1.43585  -5.96730  0.4177
H  0.65314  -1.73369  -5.08073  0.4610
H  1.05880  -1.68817  -2.66934  0.2006
N  2.78295  1.06825  3.04167  0.0514
C  1.53452  0.52999  3.13445  0.3955
N  1.10006  -0.12125  4.17827  -0.5708
N  -0.16928  -0.48124  3.86063  -0.7889
N  -0.49699  -0.06437  2.70730  -0.1574
N  0.58229  0.62663  2.17241  0.5728
C  3.23878  1.61980  1.88447  0.3306
N  4.44590  2.05413  1.66045  -0.5461
N  4.41238  2.52805  0.38011  -0.6941
N  3.25248  2.40689  -0.13226  -0.4841
N  2.44357  1.81810  0.81673  1.2976
H  3.44464  0.86274  3.77476  0.3109
N  -0.57042  7.29248  -2.59301  -0.4270
C  -0.18106  6.64634  -1.72610  -0.1830
C  0.29578  5.84158  -0.62975  0.0333
C  0.79512  6.42152  0.52825  -0.1760
C  1.21946  5.58810  1.54720  -0.9906
C  1.12834  4.22396  1.37294  -0.0990
N  0.65308  3.66138  0.25588  0.0581
C  0.24805  4.45743  -0.72858  -0.3319
H  0.84744  7.49822  0.61960  0.5229
H  1.62189  5.98913  2.46661  0.4880
H  1.44480  3.55113  2.15910  0.2996
H  -0.12301  3.99725  -1.62996  0.6943
Cl  3.47367  -2.84371  -1.78818  -0.1259
C  3.93347  -1.26957  -1.08259  -0.7903
C  2.68843  -0.63757  -0.53270  0.8952
O  2.28857  -0.82355  0.62172  -0.3432
O  1.99191  0.14980  -1.28802  -0.6485
H  4.36261  -0.65668  -1.86690  0.4122
H  4.64136  -1.44884  -0.28246  0.4139
Cl  -0.39034  1.66710  -1.78494  -0.4941